# C25H30BCl34N2O4S

9 unconnected molecules or ions with the total composition C25H30BCl34N2O4S at a distorted geometry (wB97M-V/def2-TZVPD, the OMol25 dataset).

Values from the calculation:
HOMO energy: -5.26 eV
F_max: 3.21 eV/A
frontier orbital gap: 6.51 eV
DFT total energy: -17450.66453 Eh
LUMO level: 1.2488 eV

ORCA input file:
```
! RIJCOSX wB97M-V def2-TZVPD def2/J DEFGRID3
* xyz -1 1
Cl 1.78 4.36 -5.48
Cl 6.13 7.11 -8.28
Cl 10.40 2.06 -5.91
Cl -0.12 2.19 -5.40
Cl -5.27 -0.53 5.70
Cl 5.35 4.34 -8.09
Cl 8.48 1.77 -8.04
Cl 5.15 -3.88 7.58
Cl 5.96 5.85 -5.69
Cl 8.29 4.01 -6.23
Cl -3.22 3.23 -5.94
Cl -0.31 4.35 -3.48
Cl 3.56 6.40 -7.18
Cl 4.04 -4.36 2.59
Cl 4.90 -5.53 5.09
Cl 4.01 -2.82 -2.13
Cl -3.60 5.75 -4.57
Cl -5.12 3.45 -3.71
Cl 1.39 -4.57 -0.26
Cl 4.48 -0.01 -2.54
Cl 4.19 -2.72 4.94
Cl -3.96 1.87 6.61
Cl 1.13 -1.08 -1.09
Cl 4.10 -2.51 9.89
Cl -6.12 0.73 8.15
Cl -5.68 4.69 -6.25
Cl -3.56 -0.61 8.02
Cl 4.11 -1.75 -4.80
Cl 6.56 -4.01 10.10
Cl 6.61 -3.67 3.69
Cl 6.53 -1.92 -3.23
Cl 6.50 -1.54 8.60
Cl 10.45 3.88 -8.15
Cl 1.85 2.44 -3.32
S -4.41 0.70 -2.38
O 0.47 0.67 2.29
O -0.75 -1.17 1.42
O -0.86 0.85 0.26
O -5.38 0.03 0.06
N -6.42 1.82 0.67
N -5.87 2.04 -0.56
C -0.06 -2.29 -0.45
C -2.55 -2.36 0.50
C 4.93 -4.07 4.08
C -2.02 0.39 4.02
C -4.40 4.27 -5.10
C -2.34 2.34 2.43
C -1.60 -0.11 -0.41
C 0.67 -3.14 0.64
C -1.27 -1.56 0.12
C -2.72 1.30 -2.12
C 5.58 -2.99 9.04
C 4.78 -1.63 -3.17
C -2.09 0.82 2.54
C -5.25 0.97 -0.91
C -4.72 0.37 7.12
C -6.12 0.62 1.00
C 0.80 3.34 -4.42
C -1.72 0.14 -1.91
C -1.32 3.20 3.17
C 9.40 2.93 -7.08
C -2.92 -3.64 -0.30
C -2.26 -4.91 0.24
C 5.25 5.92 -7.31
C -2.79 -3.52 -1.83
C 1.84 -2.46 1.33
B -0.82 0.29 1.65
H -3.98 -3.80 -0.11
H -2.47 -5.04 1.30
H -2.99 0.34 2.12
H -0.08 -3.46 1.36
H -2.13 -2.72 -2.16
H -3.35 2.53 2.82
H -2.41 1.21 4.63
H -6.41 0.11 1.89
H -0.79 0.46 -2.34
H -2.75 -5.74 -0.26
H 2.73 -2.55 0.72
H -0.24 -2.94 -1.30
H -2.40 -2.66 1.53
H -0.30 2.99 2.86
H -1.43 3.08 4.25
H -1.20 -4.97 0.00
H -0.99 0.22 4.33
H 0.91 1.35 1.76
H -2.33 -4.45 -2.20
H -2.34 2.67 1.39
H -2.44 1.82 -3.03
H -2.11 -0.70 -2.47
H -1.51 4.24 2.91
H -3.76 -3.48 -2.31
H 2.02 -3.05 2.24
H -2.65 -0.48 4.21
H -2.63 0.07 -0.04
H -2.66 2.02 -1.31
H 1.61 -1.45 1.65
H -3.43 -1.72 0.51
*
```